Record 1
8
Properties=species:S:1:pos:R:3:forces:R:3 method="wB97M-V/def2-TZVPD" homo_lumo_gap_ev=8.308 de_lowest_kcal_mol=37.53 charge=-1 homo_energy_ev=-3.65
C -0.8394 -1.3025 1.0064 -0.4 -0.1 0.7
O 1.6741 0.9924 -1.2834 0.4 -1.2 0.2
O -0.6618 0.9245 -0.5544 0.5 0.6 -0.7
P -1.5102 0.0354 0.2990 -2.0 -0.5 1.2
H 1.8552 1.9046 -1.3948 0.2 1.3 -0.1
H 0.1409 -1.6791 1.0077 1.5 -0.2 -0.4
H -1.4067 -1.8194 1.7821 -0.5 0.2 -0.3
H 0.7479 0.9442 -0.8625 0.3 0.0 -0.5

***

Record 2
9
Properties=species:S:1:pos:R:3:forces:R:3 method="wB97M-V/def2-TZVPD" s2=2.0064 homo_lumo_gap_ev="4.720 / 7.050" de_lowest_kcal_mol=29.94 spin_multiplicity=3 charge=0 homo_energy_ev="-4.65 / -10.05"
C 1.2244 0.3556 -0.1813 2.2 3.3 -0.2
O 1.5157 -0.0893 1.0096 1.0 1.4 5.3
O 0.7352 -0.4535 -0.9624 -4.5 -5.7 -3.1
S -1.7262 -0.8307 0.3144 -0.6 -1.8 2.8
S -1.6154 1.0837 0.6245 -0.3 0.7 0.1
H 1.1199 1.3781 -0.3805 0.0 1.6 0.2
H 1.6557 0.7285 1.6161 -0.2 -2.2 -1.3
H -1.1832 -1.3905 1.5666 -1.0 0.8 -1.8
H -0.3078 -1.0517 -0.4490 3.5 1.9 -1.9

***

Record 3
9
Properties=species:S:1:pos:R:3:forces:R:3 method="wB97M-V/def2-TZVPD" homo_lumo_gap_ev=9.370 de_lowest_kcal_mol=101.87 charge=0 homo_energy_ev=-10.10
C 0.1007 -0.5487 0.3964 -3.0 -3.1 1.0
O -1.1051 0.2177 2.6593 0.2 0.2 -0.9
O -0.0631 1.9054 1.1283 -0.2 0.0 0.3
Si 0.5119 -0.1343 -1.4181 0.2 1.6 2.2
S -0.4599 0.5543 1.4141 0.4 -0.5 0.4
H -0.9121 -1.9635 0.8297 2.7 3.5 -1.1
H 1.9745 -0.1921 -1.5436 0.1 -0.1 -0.3
H 0.1155 1.3767 -1.4009 0.1 -1.4 -0.7
H -0.1624 -1.2154 -2.0653 -0.5 -0.2 -0.9

***

Record 4
8
Properties=species:S:1:pos:R:3:forces:R:3 method="wB97M-V/def2-TZVPD" homo_lumo_gap_ev=10.187 de_lowest_kcal_mol=52.92 charge=0 homo_energy_ev=-10.58
C -1.0695 1.2193 0.3423 0.3 0.6 0.2
O -0.6574 2.1940 0.7326 -0.4 -0.5 -0.2
O 2.1715 1.5952 0.1774 -0.6 1.1 1.0
Si 2.9174 0.6400 -0.6961 -1.0 0.0 0.1
H -2.6749 0.2584 -3.4053 2.2 0.6 0.9
H -1.9292 0.4655 -3.1081 -2.2 -0.6 -0.9
H 4.3132 0.7443 -0.7829 1.6 -0.4 -0.5
H 2.0692 -0.2961 -1.3795 0.2 -0.9 -0.7